[1]
Computed, not measured: the ion C3H5N2S2 with charge +1, with ωB97M-V/def2-TZVPD.

Element x y z (Å)
C 0.05 0.72 -1.72
C -0.12 -2.13 2.14
C -0.05 0.51 0.69
N 1.33 0.98 -1.66
N -0.59 0.25 -0.53
S -1.21 -2.83 3.01
S 1.04 -1.32 1.37
H -0.58 0.92 -2.50
H -0.81 0.57 1.41
H 0.62 1.33 0.70
H 1.70 1.41 -2.45
H -1.37 -0.41 -0.47

Results
energy	-27833.66770	eV
net charge	+1
Kohn-Sham gap	7.982	eV
relative energy (zero: lowest compared OMol25 entry of this formula, charge and spin)	44.9	kcal per mole



[2]
Computed, not measured: a structure of composition C22H36ClNOP2Ti, with ωB97M-V/def2-TZVPD.

Element x y z (Å)
Ti 0.32 0.23 0.37
P 2.80 0.06 -0.15
P -2.44 0.34 0.45
N -0.07 0.69 -1.32
H 1.20 1.69 0.42
C 3.14 -1.53 -0.97
H 4.23 -1.71 -1.01
H 2.73 -1.51 -1.99
H 2.65 -2.34 -0.42
C 3.88 -0.16 1.28
H 4.93 -0.20 0.98
H 3.65 -1.10 1.78
H 3.77 0.66 1.99
C 3.71 1.20 -1.23
H 4.80 1.04 -1.13
H 3.52 2.24 -0.93
H 3.39 1.10 -2.27
C -3.34 -0.91 -0.51
H -4.41 -0.69 -0.52
H -3.19 -1.90 -0.06
H -2.97 -0.93 -1.54
C -3.39 0.26 2.01
H -4.46 0.23 1.78
H -3.18 1.13 2.65
H -3.11 -0.65 2.55
C -3.17 1.87 -0.28
H -4.27 1.73 -0.37
H -2.75 2.05 -1.28
H -2.96 2.75 0.35
C -0.10 1.50 -2.41
C -0.01 1.83 -4.84
C -0.08 0.97 -3.74
C -0.10 2.92 -2.27
C -0.04 3.75 -3.39
C -0.01 3.22 -4.68
H 0.03 1.40 -5.84
H -0.06 -0.12 -3.83
H -0.10 3.34 -1.25
H -0.01 4.82 -3.23
H 0.02 3.87 -5.55
C -0.18 -2.88 1.76
O 0.13 -1.80 1.14
C 0.35 -4.20 1.40
H 0.97 -4.58 2.23
H 0.98 -4.16 0.50
H -0.49 -4.90 1.21
C -1.10 -2.86 2.93
H -2.09 -3.27 2.63
H -1.28 -1.84 3.30
H -0.68 -3.53 3.71
Cl -1.86 3.55 2.90
C -0.89 2.39 3.73
C -1.15 2.19 5.08
C -0.42 1.22 5.80
C 0.52 0.45 5.12
C 0.77 0.64 3.75
C 0.10 1.66 3.04
C 0.32 2.05 1.56
H -1.94 2.77 5.54
H -0.64 1.08 6.86
H 1.04 -0.32 5.68
H 1.51 0.00 3.27
H -0.69 2.10 1.09
H 0.73 3.06 1.52

Results
energy	-81148.79171	eV
Kohn-Sham gap (spin up / spin down)	5.308 / 5.298	eV



[3]
Computed, not measured: a structure of composition C56H43N4O6Rb, with ωB97M-V/def2-TZVPD.

Element x y z (Å)
Rb 0.20 -0.33 1.92
C 5.81 7.47 -2.08
O 5.63 6.96 -0.78
C 4.84 5.85 -0.66
C 4.71 5.33 0.63
C 3.92 4.21 0.84
C 3.26 3.57 -0.20
C 3.39 4.11 -1.47
C 4.17 5.24 -1.72
C 2.42 2.35 0.03
C 3.08 1.16 0.09
C 4.52 0.99 -0.13
C 4.77 -0.33 -0.09
C 3.47 -1.00 0.13
N 2.51 -0.10 0.29
C 3.31 -2.42 0.16
C 2.05 -3.09 0.17
C 1.88 -4.54 -0.09
C 0.56 -4.78 -0.14
C -0.11 -3.49 0.07
C -1.45 -3.27 -0.12
C -2.28 -4.47 -0.46
C -3.06 -5.10 0.51
C -3.82 -6.22 0.21
C -3.83 -6.72 -1.09
O -4.61 -7.84 -1.30
C -4.62 -8.36 -2.60
C -3.08 -6.10 -2.08
C -2.32 -4.97 -1.75
C -2.18 -2.01 -0.15
N -1.68 -0.81 0.22
C -2.62 0.11 -0.03
C -2.49 1.58 0.35
C -3.66 2.28 -0.33
C -4.93 2.27 0.23
C -6.02 2.82 -0.43
C -5.85 3.38 -1.69
O -6.98 3.90 -2.29
C -6.82 4.44 -3.57
C -4.59 3.38 -2.28
C -3.51 2.83 -1.59
C -1.16 2.29 0.14
C -0.98 3.68 -0.06
C 0.39 3.89 -0.09
C 0.99 2.62 0.08
N 0.03 1.67 0.22
C -3.77 -0.49 -0.59
C -3.49 -1.85 -0.66
N 0.85 -2.52 0.32
C 4.51 -3.28 0.01
C 4.85 -4.22 0.99
C 5.95 -5.06 0.87
C 6.76 -4.97 -0.25
O 7.85 -5.83 -0.29
C 8.64 -5.78 -1.45
C 6.46 -4.05 -1.25
C 5.34 -3.23 -1.11
H 6.48 8.32 -1.99
H 4.86 7.82 -2.51
H 6.25 6.73 -2.75
H 5.23 5.82 1.44
H 3.82 3.80 1.84
H 2.87 3.64 -2.29
H 4.25 5.62 -2.72
H 5.23 1.79 -0.31
H 5.73 -0.80 -0.21
H 2.68 -5.25 -0.26
H 0.08 -5.72 -0.35
H -3.05 -4.71 1.52
H -4.41 -6.72 0.97
H -5.27 -9.24 -2.58
H -3.61 -8.67 -2.92
H -5.01 -7.64 -3.33
H -3.07 -6.46 -3.09
H -1.73 -4.48 -2.51
H -5.08 1.81 1.20
H -7.01 2.81 0.01
H -7.80 4.80 -3.88
H -6.47 3.70 -4.29
H -6.12 5.29 -3.57
H -4.43 3.79 -3.27
H -2.53 2.82 -2.06
H -1.74 4.44 -0.20
H 0.90 4.83 -0.23
H -4.68 -0.01 -0.93
H -4.13 -2.63 -1.05
H 4.22 -4.29 1.87
H 6.19 -5.78 1.63
H 9.41 -6.54 -1.32
H 9.12 -4.81 -1.57
H 8.06 -6.01 -2.35
H 7.07 -3.96 -2.14
H 5.09 -2.54 -1.90
C -2.48 0.82 6.07
C -2.16 1.19 4.63
O -1.40 0.49 4.00
C -2.74 2.44 4.06
C -3.06 3.47 4.94
C -3.42 4.73 4.50
C -3.45 4.94 3.12
C -3.18 3.93 2.22
C -2.87 2.63 2.66
O -2.74 1.57 1.88
H -2.10 -0.18 6.25
H -3.55 0.85 6.26
H -1.99 1.51 6.76
H -2.99 3.29 6.01
H -3.65 5.52 5.20
H -3.70 5.93 2.74
H -3.23 4.14 1.17

Results
energy	-77669.46235	eV
net charge	-2
Kohn-Sham gap	3.867	eV



[4]
Computed, not measured: a structure of composition C6H8NiO4, with ωB97M-V/def2-TZVPD.

Element x y z (Å)
O -1.53 1.21 -0.45
C -0.67 2.08 -0.10
C -0.73 3.38 0.22
H 0.62 1.28 -0.06
H -1.65 3.81 0.61
H -0.04 4.07 -0.27
O -2.03 -1.30 0.96
C -1.15 -1.87 1.73
C 0.19 -1.71 1.54
O 0.46 -1.34 0.24
C 1.42 -0.61 -0.32
C 1.21 -0.79 -1.80
O -0.12 -0.76 -2.13
Ni -1.45 -0.60 -0.77
H -1.48 -2.25 2.71
H 1.02 -2.09 2.13
H 2.42 -0.77 0.10
H 1.69 -1.76 -2.07
H 1.83 0.00 -2.28

Results
energy	-55577.30585	eV
Kohn-Sham gap (spin up / spin down)	6.180 / 6.061	eV
multiplicity	3
relative energy (zero: lowest compared OMol25 entry of this formula, charge and spin)	88.5	kcal per mole



[5]
Computed, not measured: the ion C4H11NP with charge +1, with ωB97M-V/def2-TZVPD.

Element x y z (Å)
C -3.09 0.66 0.63
C 0.89 0.16 -0.88
C -2.38 0.38 -0.42
C 2.58 0.14 0.87
N 1.98 -0.43 -0.34
P -0.84 -0.57 -0.40
H -4.10 1.09 0.57
H -2.74 0.15 1.55
H 0.80 0.12 -1.95
H 0.90 1.31 -0.75
H -2.64 0.69 -1.47
H 3.31 -0.52 1.32
H 3.06 1.06 0.71
H 1.84 0.11 1.77
H 2.13 -1.41 -0.53
H -1.01 -1.51 -1.38
H -0.69 -1.42 0.69

Results
energy	-15096.22139	eV
net charge	+1
Kohn-Sham gap	9.439	eV
relative energy (zero: lowest compared OMol25 entry of this formula, charge and spin)	48.8	kcal per mole



[6]
Computed, not measured: the molecule C4H9N2O2, with ωB97M-V/def2-TZVPD.

Element x y z (Å)
N 1.46 -2.14 0.44
C 0.26 -1.66 -0.29
C 0.58 -0.34 -1.03
N -0.45 0.62 -1.28
C -1.28 1.14 -0.21
C -0.57 1.52 1.16
O 0.21 0.57 1.65
O 1.69 -0.16 -1.47
H 1.68 -1.55 1.26
H 2.23 -2.00 -0.21
H 0.14 -2.51 -0.98
H -0.54 -1.56 0.46
H 0.00 1.41 -1.74
H -2.14 0.44 -0.03
H -1.71 2.02 -0.67
H -0.12 2.59 1.12
H -1.45 1.63 1.83

Results
energy	-11366.56811	eV
Kohn-Sham gap (spin up / spin down)	9.993 / 7.022	eV
multiplicity	2
relative energy (zero: lowest compared OMol25 entry of this formula, charge and spin)	19.4	kcal per mole



[7]
Computed, not measured: a structure of composition C6H11O, with ωB97M-V/def2-TZVPD.

Element x y z (Å)
C -3.13 -0.42 -0.25
O -4.05 0.57 -0.42
C -1.74 0.01 -0.77
C 1.83 -1.21 -0.03
C 2.28 -0.13 0.64
C 2.51 0.46 1.86
C 2.71 0.46 -0.67
H -3.34 -1.43 -0.76
H -3.01 -0.77 0.81
H -1.21 -0.70 -1.41
H -1.10 0.34 0.07
H 2.49 -2.01 -0.31
H -1.84 1.00 -1.24
H 3.00 1.40 1.97
H 1.79 0.25 2.66
H 3.67 -0.01 -0.96
H 2.89 1.54 -0.39
H 2.08 0.53 -1.56

Results
energy	-8439.15792	eV
net charge	-2
Kohn-Sham gap (spin up / spin down)	4.915 / 5.741	eV
multiplicity	2
relative energy (zero: lowest compared OMol25 entry of this formula, charge and spin)	73.3	kcal per mole



[8]
Computed, not measured: a structure of composition C6H15NO, with ωB97M-V/def2-TZVPD.

Element x y z (Å)
C 0.26 -0.05 0.41
C -0.90 0.28 -0.38
C 1.40 -0.33 -1.18
C -2.15 0.63 1.07
C 0.92 1.04 1.21
C -1.56 -0.78 -1.22
N 2.75 -0.32 -0.70
O 0.25 -1.29 1.01
H 0.25 -1.18 1.96
H -0.83 1.25 -0.86
H 3.42 -0.02 -1.39
H 3.01 -1.20 -0.26
H 1.07 -1.31 -1.52
H 1.24 0.43 -1.95
H 0.70 2.02 0.80
H -2.99 1.10 0.56
H -2.44 -0.34 1.48
H -1.78 1.30 1.84
H 2.00 0.88 1.17
H 0.59 1.01 2.25
H -1.12 -0.83 -2.22
H -2.62 -0.55 -1.35
H -1.48 -1.76 -0.75

Results
energy	-10000.30463	eV
Kohn-Sham gap	8.265	eV
relative energy (zero: lowest compared OMol25 entry of this formula, charge and spin)	79.6	kcal per mole



[9]
Computed, not measured: a structure of composition C24H26CoN3O8S2, with ωB97M-V/def2-TZVPD.

Element x y z (Å)
Co 0.88 0.17 0.02
O -1.37 4.33 -1.97
S -1.98 2.99 -2.24
O -1.11 2.07 -3.06
O -0.42 1.67 0.38
O -0.96 -0.04 -1.54
C -1.17 -7.69 -1.66
C -0.49 -6.50 -1.03
C -0.80 -5.21 -1.45
C -0.20 -4.11 -0.86
C 0.72 -4.29 0.17
C 1.07 -5.56 0.57
C 0.47 -6.67 -0.03
S 1.28 -2.84 1.08
O 0.14 -2.47 1.89
O 2.48 -3.30 1.76
N 1.51 -1.75 -0.01
C 2.65 -1.99 -0.92
C 2.90 -0.76 -1.79
O 3.67 -0.89 -2.74
O 2.28 0.31 -1.45
H -2.22 -7.48 -1.85
H -1.11 -8.57 -1.01
H -0.71 -7.95 -2.62
H -1.53 -5.07 -2.24
H -0.42 -3.09 -1.18
H 1.81 -5.68 1.35
H 0.73 -7.67 0.29
H 2.48 -2.84 -1.58
H 3.56 -2.19 -0.35
C -2.64 -1.43 -0.64
C -2.35 -0.08 -1.28
C -3.04 1.01 -0.42
C -4.34 1.28 -0.82
C -5.25 1.95 -0.01
C -4.87 2.33 1.26
C -3.58 2.07 1.72
C -3.25 2.59 3.11
C -3.84 1.71 4.22
C -2.68 1.40 0.89
N -1.30 1.24 1.28
C -0.92 0.77 2.42
C 0.42 0.57 2.82
C 0.88 0.27 4.11
C 2.26 0.17 4.01
C 2.58 0.39 2.65
N 1.48 0.64 1.94
H -2.40 -2.22 -1.36
H -3.69 -1.51 -0.36
H -2.02 -1.57 0.25
H -2.86 -0.03 -2.24
H -0.81 0.76 -2.11
H -4.65 0.96 -1.81
H -6.24 2.18 -0.37
H -5.57 2.86 1.90
H -3.67 3.59 3.20
H -2.17 2.69 3.25
H -4.93 1.70 4.14
H -3.57 2.10 5.21
H -3.49 0.68 4.14
H -1.71 0.43 3.08
H 0.27 0.14 4.99
H 2.97 -0.04 4.81
H 3.55 0.38 2.18

Results
energy	-105458.45694	eV
net charge	-2
Kohn-Sham gap (spin up / spin down)	4.465 / 6.529	eV
multiplicity	5
relative energy (zero: lowest compared OMol25 entry of this formula, charge and spin)	57.2	kcal per mole



[10]
Computed, not measured: a cluster of 35 separate species, C11H88N2O38P in total, with ωB97M-V/def2-TZVPD.

Element x y z (Å)
C -4.17 2.26 0.36
C -3.93 0.91 -0.33
C -2.74 0.22 0.34
O -1.75 -0.12 -0.68
C -0.48 -0.36 -0.14
C 0.11 -1.62 -0.70
C 1.47 -1.70 -0.96
O 2.30 -0.68 -0.72
C 2.83 0.04 -1.89
C 1.99 1.25 -2.25
C 0.94 0.95 -3.32
C 2.04 -2.91 -1.43
N 1.32 -3.99 -1.63
N 0.03 -3.86 -1.42
C -0.63 -2.77 -1.00
P -2.53 -2.90 -0.79
O -3.08 -2.11 -2.10
O -2.65 -4.45 -1.33
H -3.33 2.93 0.24
H -4.40 2.09 1.41
H -5.04 2.74 -0.08
H -4.83 0.31 -0.18
H -3.72 1.04 -1.39
H -3.04 -0.71 0.82
H -2.28 0.88 1.08
H 0.21 0.44 -0.41
H -0.49 -0.40 0.95
H 2.88 -0.64 -2.74
H 3.83 0.35 -1.60
H 2.70 1.97 -2.66
H 1.56 1.72 -1.37
H 1.40 0.98 -4.31
H 0.12 1.66 -3.30
H 0.54 -0.06 -3.22
H 3.10 -2.99 -1.59
H -0.49 -4.71 -1.61
H -2.92 -2.64 -2.89
H -2.34 -4.49 -2.25
O 4.52 -4.54 -0.34
H 4.82 -4.22 0.53
H 3.63 -4.86 -0.16
O -3.36 4.77 -1.43
H -3.31 5.01 -2.37
H -3.67 5.57 -0.99
O -5.83 2.29 3.14
H -6.57 1.88 2.68
H -5.72 1.76 3.94
O -0.27 0.67 2.98
H -0.18 -0.11 3.54
H 0.66 0.91 2.76
O 2.34 0.93 2.06
H 2.76 1.78 1.86
H 2.64 0.33 1.37
O 3.69 0.45 4.64
H 3.33 0.75 3.79
H 3.59 -0.51 4.60
O 0.88 1.71 5.69
H 0.57 2.10 4.86
H 1.83 1.54 5.54
O 4.94 -5.76 2.17
H 5.19 -5.92 3.09
H 5.29 -6.52 1.68
O -4.24 -3.27 -4.62
H -4.67 -3.85 -5.27
H -4.98 -2.90 -4.13
O -6.58 -4.35 -5.77
H -6.96 -4.93 -6.43
H -7.34 -3.99 -5.29
O -5.88 2.65 -2.59
H -5.68 3.40 -2.02
H -5.02 2.30 -2.84
O -1.28 -1.92 -4.76
H -1.12 -1.52 -3.90
H -2.22 -2.16 -4.77
O -1.04 -0.45 6.61
H -1.46 0.22 7.16
H -0.33 0.03 6.17
O 1.63 4.54 5.43
H 1.26 5.25 5.96
H 1.66 3.78 6.02
O -1.33 2.69 -1.70
H -1.85 3.42 -1.31
H -1.33 1.97 -1.06
O -8.03 0.96 -1.43
H -8.63 1.57 -0.99
H -7.33 1.51 -1.81
O -1.05 -6.68 -2.91
H -1.47 -7.23 -3.58
H -1.76 -6.46 -2.31
O 4.56 -0.16 -4.72
H 4.34 0.27 -5.56
H 4.54 -1.10 -4.94
O 6.66 -0.13 4.01
H 6.99 0.20 4.85
H 5.73 -0.27 4.18
O 6.86 0.25 -2.99
H 6.11 0.05 -3.57
H 6.87 -0.45 -2.32
O 3.23 3.34 3.31
H 2.73 4.00 3.82
H 4.00 3.80 2.96
O 3.04 -2.01 2.22
H 2.61 -1.70 1.42
H 2.98 -2.97 2.19
O 1.61 5.52 8.45
H 1.24 6.23 9.00
H 1.64 4.76 9.03
O -4.10 -2.70 -7.50
H -3.96 -2.34 -6.62
H -5.02 -2.98 -7.51
O -8.65 -1.80 -0.85
H -8.37 -0.91 -1.11
H -8.23 -2.39 -1.48
O 3.17 4.05 -1.30
H 2.70 4.64 -0.70
H 3.99 4.50 -1.50
O -2.99 -6.32 -5.21
H -2.83 -6.17 -6.14
H -3.34 -5.49 -4.87
O 7.55 -4.52 -0.37
H 7.89 -4.22 0.47
H 6.64 -4.79 -0.22
O 1.01 7.86 6.49
H 1.11 7.08 7.05
H 1.91 8.09 6.23
O -1.84 -2.16 -10.03
H -2.53 -1.79 -9.47
H -1.73 -3.06 -9.69
O 7.20 -1.35 -5.48
H 7.42 -0.76 -4.75
H 8.03 -1.75 -5.75
O 6.74 0.06 6.99
H 6.24 0.58 7.64
H 6.81 -0.82 7.38
O -3.98 4.66 2.78
H -4.73 4.06 2.92
H -3.32 4.10 2.36
O -0.14 7.68 10.15
H -0.07 8.54 9.71
H 0.17 7.84 11.04

Results
energy	-102904.96088	eV
net charge	+1
Kohn-Sham gap	7.857	eV